# 1
148
Properties=species:S:1:pos:R:3:forces:R:3 method="wB97M-V/def2-TZVPD" homo_lumo_gap_ev=8.17 charge=-1
O -4.906720 -19.003650 23.000750 0.186 0.028 0.395
V -6.239670 -18.636620 22.228140 -1.827 1.171 0.150
O -5.932290 -18.604030 20.695790 0.246 0.044 -0.690
O -6.347660 -16.316990 22.621760 -1.630 -1.438 -0.349
C -7.706110 -16.103420 22.998980 -0.492 -2.423 0.316
C -8.757360 -17.187040 22.450700 0.643 0.057 -0.062
O -8.482610 -18.595230 22.621390 1.977 1.434 0.191
H -8.216290 -15.154160 22.835530 0.501 0.724 -1.047
H -7.809150 -16.142030 24.083410 0.206 -0.382 0.693
H -8.944720 -16.995350 21.394170 0.339 0.153 -0.537
H -9.728910 -16.943290 22.880560 -0.208 0.147 0.462
C -7.219060 -20.867060 24.486090 -0.053 -0.929 -0.669
C -6.473750 -21.617440 23.354830 0.578 -0.943 -0.608
C -6.847610 -23.105070 23.220310 -1.415 0.041 1.431
O -8.274350 -23.346740 22.975310 0.408 0.510 0.185
C -8.654870 -23.626290 21.621720 2.072 -0.125 0.114
N -6.681950 -20.973120 22.090590 -1.582 2.541 -0.541
H -7.003770 -19.798600 24.498660 0.169 -0.201 0.155
H -7.023070 -21.342770 25.447020 0.298 0.183 0.047
H -8.290880 -20.983620 24.325710 -0.044 0.111 -0.126
H -5.389090 -21.585260 23.457670 0.133 -0.050 0.750
H -6.668270 -23.472320 24.230790 -0.165 -0.552 0.074
H -6.211900 -23.702140 22.566490 -0.021 0.286 -0.466
H -8.261320 -22.863920 20.949410 -0.642 0.423 -0.108
H -9.722450 -23.801440 21.488700 0.216 0.189 0.414
H -8.064410 -24.496300 21.334420 -0.377 -0.629 -0.240
H -6.370940 -21.417870 21.238790 0.881 -0.195 0.217
H -7.677070 -20.952430 21.919080 -0.617 0.368 -0.136
C -10.705950 -19.293620 26.063440 -0.102 0.337 0.489
C -10.753610 -17.772200 26.328550 0.459 -0.004 -0.051
C -9.365770 -17.213280 26.782140 -0.532 -1.006 -0.318
O -9.458460 -15.837200 27.031570 -0.528 1.022 0.599
C -8.287760 -15.157250 27.520820 0.268 -1.536 -0.690
N -11.288470 -17.162160 25.112150 0.994 0.570 0.579
H -10.680880 -19.890220 26.975330 0.354 0.084 0.124
H -9.852310 -19.531450 25.428750 0.152 -0.039 0.020
H -11.594590 -19.642470 25.537410 -0.103 0.381 -0.057
H -11.425690 -17.504980 27.144030 -0.238 -0.252 0.087
H -8.589480 -17.451360 26.054960 0.150 0.135 -0.373
H -9.146690 -17.823020 27.658670 0.367 0.260 0.624
H -8.452000 -14.106500 27.759650 -0.585 -0.178 -0.308
H -7.514900 -15.297960 26.765180 0.272 0.417 -0.071
H -7.885510 -15.641580 28.410600 -0.177 -0.155 0.348
H -11.070030 -16.178260 25.177960 -0.202 0.543 0.040
H -10.663300 -17.461820 24.377670 0.031 -0.288 -0.498
C -13.824030 -17.932930 21.290080 -0.082 -0.292 -1.468
C -13.118210 -17.406400 22.461870 -0.375 2.489 1.634
C -13.571190 -15.891600 22.751420 1.072 -0.886 -1.031
O -13.303120 -15.011660 21.631750 0.284 -0.333 -0.025
C -11.907510 -14.841440 21.305570 -0.642 0.206 1.088
N -13.431500 -18.195880 23.642760 -0.400 -0.104 -0.488
H -14.892740 -17.735680 21.373980 -0.053 -0.165 -0.128
H -13.624430 -18.995110 21.148570 -0.189 -0.169 0.258
H -13.419070 -17.478160 20.386040 -0.319 0.277 -0.168
H -12.041680 -17.377250 22.293540 0.301 -0.071 -0.157
H -13.087040 -15.475140 23.634740 0.370 -0.197 0.198
H -14.637880 -15.882220 22.975440 -0.109 0.062 -0.441
H -11.373250 -14.403640 22.148780 0.051 0.006 0.483
H -11.805150 -14.080170 20.532210 -0.321 -0.440 -0.340
H -11.386970 -15.775090 21.092390 -0.170 -0.026 -0.466
H -12.883700 -17.788060 24.386860 -0.033 0.064 0.411
H -12.924000 -19.042560 23.429020 -0.117 -0.627 0.280
C -11.126040 -19.200470 19.238750 0.625 -0.106 -0.920
C -9.626960 -19.723250 19.099340 -2.622 1.417 -0.045
C -8.690220 -18.582430 18.681630 -0.147 -0.627 -0.122
O -9.030410 -18.153030 17.373410 0.904 0.609 -1.146
C -8.080950 -17.295510 16.683710 -0.721 -0.521 -0.443
N -9.283400 -20.271810 20.379710 1.244 -0.539 0.059
H -11.329900 -18.393660 19.942740 0.703 -0.127 0.529
H -11.703040 -20.069090 19.556010 -0.338 0.113 -0.117
H -11.522710 -18.777000 18.316020 -0.003 -0.420 -0.377
H -9.684540 -20.528490 18.366960 0.385 0.138 -0.365
H -7.671540 -18.962290 18.759660 0.284 0.294 -0.060
H -8.852670 -17.732100 19.343940 0.296 -0.017 0.419
H -7.541130 -16.564130 17.285180 -0.283 -0.095 0.401
H -8.603680 -16.794790 15.868770 -0.692 0.450 0.519
H -7.357310 -17.798620 16.042360 0.462 -0.946 0.688
H -9.021320 -19.499780 20.975860 0.270 0.238 0.578
H -10.112030 -20.658900 20.808230 -0.013 0.019 -0.095
C -2.469400 -11.360640 18.500870 -0.430 0.698 0.463
C -1.840370 -12.199860 19.570210 0.449 -0.689 0.732
C -2.855660 -12.728840 20.604000 0.481 0.688 0.568
O -2.311600 -13.677210 21.538750 -0.717 0.326 -0.249
C -3.277310 -13.983450 22.567730 0.182 -0.447 -0.608
N -1.238220 -13.330690 18.901830 0.639 -0.675 -0.788
H -1.710260 -10.919320 17.855090 0.079 -0.208 -0.120
H -3.013600 -10.519600 18.930520 -0.519 -0.051 -0.214
H -3.079380 -12.072770 17.945090 -0.486 0.653 -0.307
H -1.027000 -11.636440 20.027480 -0.072 -0.044 0.508
H -3.755750 -13.066340 20.090170 -0.023 -0.613 -0.052
H -3.192170 -11.864360 21.176310 -0.173 0.336 0.202
H -4.170210 -14.458790 22.161680 -0.205 0.305 -0.268
H -3.548900 -13.092590 23.134040 -0.047 0.219 0.036
H -2.905070 -14.744730 23.253290 0.611 0.302 -0.151
H -0.553230 -12.958210 18.259850 0.905 0.170 0.190
H -1.906630 -13.570210 18.183530 -0.628 -0.942 0.082
C -6.086990 -10.894660 26.515050 -0.966 0.226 0.004
C -6.253970 -12.389030 26.166750 0.413 1.082 0.462
C -6.751550 -12.498400 24.662430 0.209 -1.594 0.659
O -7.900340 -11.749390 24.223090 0.652 -0.087 0.902
C -9.086890 -12.306560 24.752530 -0.116 -1.120 0.961
N -5.017990 -13.175680 26.450650 -0.370 0.578 -1.492
H -5.742640 -10.655590 27.521220 0.303 -0.427 0.071
H -7.064110 -10.414970 26.458240 -0.254 -0.008 -0.079
H -5.499890 -10.325010 25.794700 0.374 -0.330 -0.109
H -6.913950 -12.871480 26.887710 -0.770 0.408 -0.428
H -6.930250 -13.566240 24.536430 -0.479 -0.325 -0.099
H -5.917020 -12.378160 23.971630 -0.014 0.878 0.009
H -9.260800 -13.326340 24.409150 -0.051 -0.073 -0.832
H -10.003910 -11.726080 24.651460 0.479 0.428 -0.631
H -9.025750 -12.525910 25.818470 0.353 0.520 0.500
H -4.844290 -13.233690 27.443910 -0.142 0.164 0.101
H -4.254730 -12.661070 26.035080 0.483 -0.143 0.006
C -3.002710 -16.287000 25.592050 -0.103 0.094 -0.055
C -4.286700 -16.866220 26.237510 2.895 -0.167 -1.914
C -4.204200 -16.748340 27.710420 0.256 -1.707 1.364
O -3.191570 -17.657250 28.217810 -0.297 -0.353 -1.040
C -3.214630 -17.987260 29.585450 0.242 0.760 -0.589
N -5.387560 -16.148400 25.710790 -1.386 0.054 0.470
H -3.016650 -16.540670 24.532070 -0.066 0.229 -0.090
H -2.032460 -16.611680 25.967940 -0.131 -0.123 0.392
H -3.134160 -15.214260 25.733660 0.552 0.261 -0.266
H -4.266140 -17.885680 25.852330 -0.652 -0.421 0.758
H -5.197610 -17.067850 28.025300 -0.144 0.203 0.807
H -3.927740 -15.756850 28.069040 -0.370 0.387 -0.143
H -4.238970 -18.153030 29.919120 -0.006 0.066 0.361
H -2.691500 -17.181620 30.100600 -0.405 0.225 0.693
H -2.601430 -18.869740 29.767960 -0.186 -0.211 -0.331
H -5.509650 -16.314420 24.722040 -0.048 -0.022 -0.451
H -5.196380 -15.168000 25.860350 -0.264 0.391 -0.244
C -6.119540 -13.131220 18.177860 0.452 -0.174 -0.084
C -6.395340 -14.269810 19.171620 -0.891 0.183 0.618
O -6.166560 -13.795540 20.504360 0.499 0.409 -0.706
H -6.180360 -12.149380 18.647330 -0.450 -0.126 0.255
H -6.773230 -13.149880 17.305840 -0.233 -0.086 0.148
H -5.112310 -13.128410 17.761220 0.204 -0.410 0.126
H -5.903160 -15.219730 18.963040 0.812 0.202 -0.064
H -7.437850 -14.587160 19.148040 -0.449 0.341 -0.385
H -6.284580 -14.512320 21.131970 0.003 -0.664 0.285
C -11.867440 -22.207540 22.235740 0.911 0.929 0.679
C -11.073820 -21.178100 23.131480 0.506 -1.255 -1.606
O -11.193200 -19.912050 22.479510 -1.301 -0.485 0.987
H -12.901350 -21.873560 22.148710 -0.037 -0.116 0.089
H -11.807320 -23.224060 22.624540 -0.143 0.050 0.198
H -11.433070 -22.221030 21.236120 -0.046 0.055 -0.061
H -10.011170 -21.414700 23.185300 0.155 -0.401 -0.451
H -11.339690 -21.328240 24.177840 -0.841 0.940 0.131
H -10.371010 -19.418470 22.524030 0.835 0.230 0.382



# 2
14
Properties=species:S:1:pos:R:3:forces:R:3 method="wB97M-V/def2-TZVPD" homo_lumo_gap_ev="6.97 / 8.52" multiplicity=3
C -1.042970 1.306358 0.623233 -0.106 -0.639 -2.566
C 1.329116 0.739216 -0.156725 -1.296 -1.876 -0.663
C 0.070593 0.314566 0.533102 1.284 2.636 3.688
Si -0.377255 -2.006830 -0.891495 1.155 -1.367 -0.742
Br 0.449325 -0.528202 2.344553 -0.324 0.363 -1.396
H -1.838592 0.788955 1.112231 -1.210 -0.278 -0.264
H -1.180243 1.545156 -0.509762 -0.659 -0.360 1.825
H -1.045450 2.275194 1.118188 1.145 0.125 0.273
H 1.962346 1.319855 0.483585 0.672 -0.181 0.549
H 0.955166 1.446628 -0.888646 0.407 -0.189 -0.825
H 1.758930 -0.230524 -0.580047 0.166 1.595 0.210
H 0.705243 -2.471299 -1.807032 -0.270 0.006 -0.044
H -0.191046 -2.881032 0.348350 -0.889 0.528 -0.715
H -1.555162 -1.618040 -1.729535 -0.075 -0.362 0.671



Going through the records in order, we get max |F| values of 3.5, 4.7 eV/A.